The following is a DFT calculation (ωB97M-V with the def2-TZVPD basis set) of a structure of composition C66H50CoN2OP3SSe2 at a distorted geometry.

```
126
Properties=species:S:1:pos:R:3:forces:R:3
Co -0.317313 0.271265 -0.226596 0.03 1.14 -0.60
O 0.669289 -0.649120 2.317328 -0.22 -0.08 0.19
S 1.460387 0.235995 1.418549 0.83 -0.17 0.87
C 1.957025 1.589848 2.495498 0.08 -0.07 -0.50
C 3.286564 1.851157 2.744394 -0.03 -0.05 -0.09
C 3.710562 2.698594 3.782375 0.00 0.16 0.14
C 2.758782 3.260494 4.588341 0.01 -0.12 -0.17
C 2.874513 4.121429 5.815225 0.06 0.03 0.07
C 1.413914 4.462210 6.203074 0.00 0.09 0.06
C 0.567479 3.714654 5.210286 -0.16 -0.04 -0.12
C -0.789998 3.609396 5.070224 0.11 0.05 0.13
C -1.286984 2.885757 3.976469 0.10 -0.06 -0.14
C -0.489198 2.238611 3.045918 -0.01 -0.01 -0.09
P -1.384824 1.636089 1.559751 -0.42 0.25 0.71
C -2.835851 0.833282 2.340735 -0.03 -0.03 -0.06
C -2.607912 -0.375933 2.998239 0.09 0.02 0.02
C -3.647822 -1.046302 3.619053 0.00 0.00 0.01
C -4.927489 -0.509597 3.604511 -0.03 -0.01 0.00
C -5.149762 0.720982 3.007508 -0.06 -0.02 0.01
C -4.111051 1.394334 2.379584 0.03 -0.06 0.04
C -2.050016 3.203329 0.892767 0.03 -0.06 -0.13
C -3.224590 3.197583 0.135918 0.16 -0.02 -0.16
C -3.720331 4.372870 -0.402677 0.02 0.00 -0.12
C -3.031285 5.564830 -0.222571 0.02 0.06 0.00
C -1.854580 5.578189 0.511595 0.03 0.01 -0.01
C -1.366328 4.405113 1.070679 -0.02 -0.08 -0.03
C 0.925070 2.256908 3.221251 -0.09 0.13 0.18
C 1.396291 3.043795 4.292520 0.02 -0.08 -0.07
C 3.017802 -0.585572 1.119964 -0.33 0.12 -0.13
C 3.577391 -1.186109 2.226648 -0.14 0.03 0.08
C 4.875938 -1.716253 2.221667 0.16 -0.04 -0.04
C 5.620645 -1.579495 1.079079 -0.17 0.06 0.05
C 7.038404 -1.970809 0.765086 0.07 -0.05 0.01
C 7.257550 -1.533350 -0.705441 0.09 0.00 -0.01
C 5.923249 -1.003391 -1.151435 -0.12 0.03 -0.10
C 5.481571 -0.561163 -2.368391 0.15 -0.06 0.04
C 4.132019 -0.197306 -2.489487 -0.09 0.00 0.12
C 3.235635 -0.180945 -1.432600 -0.09 0.16 -0.02
P 1.457107 -0.124378 -1.889421 0.57 -0.38 -0.56
C 1.407232 -1.801244 -2.644394 -0.15 0.19 -0.10
C 1.553070 -2.030067 -4.012011 -0.03 -0.13 -0.03
C 1.624006 -3.328912 -4.496258 0.00 0.05 -0.10
C 1.571229 -4.407725 -3.628160 0.01 -0.07 0.04
C 1.457869 -4.188626 -2.262824 0.07 -0.02 -0.03
C 1.376032 -2.893632 -1.775307 0.09 -0.04 0.08
C 1.410371 1.034671 -3.294866 -0.01 0.00 0.04
C 0.475620 0.863593 -4.317071 0.07 0.07 0.04
C 0.393770 1.784362 -5.349566 -0.07 -0.01 -0.05
C 1.222499 2.898387 -5.359959 0.00 0.00 -0.04
C 2.133395 3.090779 -4.331810 0.01 0.05 0.04
C 2.226559 2.166040 -3.302501 -0.03 -0.06 0.02
C 3.693493 -0.551707 -0.133112 0.19 -0.01 -0.06
C 5.025911 -1.013478 -0.067550 -0.07 0.03 0.07
H 4.046048 1.369585 2.145675 0.00 -0.05 0.01
H 4.767960 2.854972 3.949774 0.00 0.00 -0.02
H 3.469277 5.013734 5.617968 -0.01 0.00 0.00
H 3.381316 3.575208 6.612515 0.01 0.01 -0.01
H 1.220879 5.533968 6.131937 0.00 -0.01 0.02
H 1.180532 4.168872 7.226767 0.00 -0.01 -0.01
H -1.476539 4.084250 5.758762 0.00 0.01 -0.01
H -2.360636 2.860029 3.842092 -0.03 -0.01 -0.01
H -1.601550 -0.768772 3.059842 0.03 -0.08 -0.07
H -3.456556 -1.982589 4.127424 0.01 0.00 -0.01
H -5.745278 -1.038788 4.076167 0.01 0.02 0.03
H -6.135008 1.168080 3.036644 0.00 0.00 -0.01
H -4.302725 2.362823 1.940987 -0.07 -0.09 0.16
H -3.763759 2.270087 -0.012934 0.04 0.04 -0.14
H -4.644163 4.361084 -0.967754 0.01 0.00 0.01
H -3.414452 6.482610 -0.649548 -0.01 -0.01 0.02
H -1.320853 6.506593 0.667392 0.00 0.00 -0.02
H -0.456620 4.428124 1.657646 0.00 0.03 0.02
H 2.990489 -1.220880 3.137727 0.01 0.02 0.00
H 5.274178 -2.181973 3.113338 -0.01 0.01 0.00
H 7.172928 -3.046543 0.888196 0.01 0.01 0.01
H 7.738677 -1.484950 1.445171 0.00 -0.02 0.01
H 7.591147 -2.357964 -1.335520 -0.01 0.01 0.00
H 8.016219 -0.752401 -0.780882 0.01 -0.02 -0.01
H 6.125658 -0.539072 -3.237778 -0.01 0.01 0.00
H 3.768849 0.049892 -3.478898 0.01 -0.02 -0.01
H 1.616376 -1.206713 -4.708411 0.06 -0.04 -0.01
H 1.729178 -3.494304 -5.560828 0.01 0.00 0.01
H 1.631909 -5.417088 -4.013746 0.00 0.00 0.00
H 1.436153 -5.025229 -1.575544 0.00 0.01 0.00
H 1.313757 -2.731340 -0.707286 -0.01 -0.02 0.02
H -0.181694 0.002505 -4.310177 -0.04 0.03 -0.03
H -0.316669 1.631519 -6.152623 0.00 0.01 0.01
H 1.162381 3.610878 -6.172360 -0.01 0.00 0.01
H 2.780936 3.958027 -4.335387 0.00 -0.01 0.00
H 2.949845 2.312658 -2.509065 0.01 0.03 -0.03
Se -1.115604 -1.803040 0.356866 -0.69 -1.25 -0.02
P -2.077268 -3.228999 -1.063031 0.01 0.05 1.55
Se -1.755627 -2.638935 -3.105069 0.04 0.08 -0.57
C -3.829146 -3.228392 -0.592912 0.18 0.00 -0.37
C -4.250959 -4.074992 0.428670 0.07 -0.07 -0.06
C -5.562514 -4.007496 0.870116 0.00 0.01 0.04
C -6.445529 -3.101888 0.298722 0.01 -0.03 0.02
C -6.023406 -2.267234 -0.727321 -0.01 0.06 -0.02
C -4.714323 -2.326741 -1.175387 -0.01 0.00 -0.01
C -1.427733 -4.880010 -0.687037 -0.14 0.18 -0.27
C -0.760818 -5.156289 0.502700 -0.02 0.06 0.00
C -0.353006 -6.454683 0.769088 0.04 -0.05 -0.01
C -0.599844 -7.467644 -0.147818 0.02 0.04 0.05
C -1.263448 -7.187941 -1.334383 -0.04 -0.01 -0.12
C -1.679640 -5.895535 -1.607118 -0.03 0.04 0.04
H -3.567228 -4.792910 0.863154 -0.01 0.01 0.03
H -5.893042 -4.671162 1.658140 -0.01 0.02 -0.01
H -7.469399 -3.056139 0.645677 0.01 0.00 -0.01
H -6.717131 -1.573460 -1.183167 0.00 -0.01 0.00
H -4.383865 -1.687555 -1.985264 -0.03 0.02 0.01
H -0.562045 -4.367971 1.215975 0.01 0.01 0.02
H 0.157037 -6.674280 1.697489 0.01 0.00 -0.01
H -0.275972 -8.477896 0.063596 -0.01 0.00 0.00
H -1.462414 -7.976765 -2.047451 0.01 0.00 0.01
H -2.199873 -5.672543 -2.531907 0.02 -0.06 -0.02
N -3.098859 4.845775 -5.429122 0.03 -0.06 0.05
C -2.724401 4.099020 -4.641066 -0.11 0.16 -0.20
C -2.243013 3.178542 -3.655422 0.11 -0.19 0.26
C -2.858330 1.946000 -3.461006 0.04 0.09 -0.06
C -2.341147 1.097492 -2.500235 -0.17 -0.09 0.07
N -1.290438 1.416276 -1.745950 0.15 0.02 0.05
C -0.702520 2.602629 -1.939722 -0.11 0.07 -0.01
C -1.136880 3.511199 -2.879280 -0.11 0.11 0.01
H -3.715174 1.653786 -4.051381 0.00 -0.01 0.01
H -2.783881 0.123805 -2.327464 0.03 0.04 0.04
H 0.158198 2.832329 -1.321928 -0.03 0.00 0.03
H -0.631810 4.457347 -3.007273 0.00 0.00 0.01
```
Forces are in eV/Å.

Output
Spin multiplicity: 5
Charge: +2
Frontier orbital gap (alpha / beta), eV: 7.5 / 4.9
HOMO (alpha / beta), eV: -12.34 / -12.37